Molecular formula: C32H88O48P8S4
Method: DFT, the ωB97M-V functional and the def2-TZVPD basis

Geometry as XYZ:
```
180
Properties=species:S:1:pos:R:3:forces:R:3:lowdin_charge:R:1
C -6.90034 -3.35209 2.82595 0.8 -2.0 -0.5 -0.110
O -6.01322 -2.26480 2.66878 -0.5 1.1 0.0 -0.215
P -5.54376 -1.69464 1.24723 0.3 -0.5 0.0 0.375
O -6.59420 -1.50343 0.23137 0.3 0.0 0.8 -0.224
O -4.65237 -0.44982 1.68567 -0.9 -0.2 0.2 -0.226
C -5.36501 0.80253 1.85229 0.2 -0.1 -0.4 -0.063
O -4.37401 -2.67564 0.83250 0.0 0.2 -0.1 -0.208
C -4.61645 -4.00238 0.36468 0.1 -0.7 -0.1 -0.070
H -6.28614 -4.16724 3.23226 -0.2 0.2 0.4 0.095
H -7.20431 -3.79425 1.87401 -0.4 0.6 -0.1 0.075
H -7.76992 -3.21078 3.46201 0.2 0.7 0.0 0.090
H -4.82224 1.50396 1.22046 -0.3 0.2 0.0 0.081
H -5.36209 1.18492 2.87205 0.3 -0.5 0.2 0.086
H -6.39827 0.66812 1.53511 0.0 0.3 -0.2 0.081
H -5.62738 -4.39367 0.47842 -0.3 0.6 0.0 0.080
H -4.00043 -4.68632 0.94742 0.3 0.2 -0.2 0.082
H -4.36704 -4.05883 -0.69285 0.1 0.0 0.0 0.085
C 4.85225 1.96596 -5.94367 -0.4 -0.3 -1.0 -0.092
O 3.95897 1.96145 -4.84219 -1.0 0.2 0.7 -0.230
P 2.64215 2.87512 -4.80062 1.2 0.5 -0.2 0.383
O 2.86902 4.30874 -5.06913 -0.5 -0.9 0.0 -0.234
O 2.16667 2.53531 -3.31434 0.1 0.1 -0.9 -0.227
C 1.11096 3.35457 -2.78278 0.2 -0.3 0.9 -0.087
O 1.57204 2.20035 -5.77526 0.6 0.2 -0.1 -0.216
C 1.54577 0.75458 -5.92309 -0.4 0.7 0.7 -0.051
H 4.43064 2.49741 -6.80180 0.1 0.3 0.2 0.096
H 4.94506 0.93472 -6.29394 0.2 0.0 0.3 0.093
H 5.81881 2.37566 -5.66858 -0.1 0.0 0.1 0.065
H 0.23960 2.70922 -2.66774 -0.1 0.2 0.0 0.082
H 0.87803 4.25951 -3.34149 0.2 -0.2 -0.3 0.091
H 1.49097 3.63119 -1.80015 -0.4 0.2 0.0 0.082
H 0.49903 0.51804 -6.09604 0.1 -0.2 -0.1 0.094
H 1.87763 0.33239 -4.97475 0.0 -0.4 -0.2 0.062
H 2.17113 0.43808 -6.75359 0.1 0.0 0.0 0.093
C -1.58186 3.54196 0.37574 -0.2 -1.8 -0.8 -0.032
O -1.19916 2.37587 1.15874 0.4 -0.2 0.1 -0.244
P -0.42185 1.12412 0.53737 0.6 -0.1 0.3 0.415
O 0.01146 0.09811 1.50384 -0.5 0.6 0.1 -0.216
O 0.82417 1.79916 -0.21301 -1.1 -0.6 -0.3 -0.265
C 1.99703 2.07580 0.56776 0.5 -0.1 0.2 -0.065
O -1.34451 0.53791 -0.62304 0.9 1.2 -0.2 -0.194
C -2.19952 -0.56028 -0.34393 -0.1 -1.5 0.4 -0.097
H -1.16315 3.42224 -0.62590 0.3 0.4 0.1 0.072
H -1.25862 4.45843 0.85126 -0.2 0.0 0.2 0.090
H -2.65104 3.38860 0.23781 -0.2 0.8 0.3 0.086
H 1.89001 3.04980 1.04181 0.2 0.0 0.1 0.093
H 2.86145 2.03135 -0.09532 -0.2 0.4 -0.3 0.079
H 2.20165 1.29910 1.30588 -0.4 0.1 0.1 0.069
H -2.01796 -1.38820 -1.03170 0.1 0.5 -0.5 0.072
H -3.24809 -0.28568 -0.40053 0.1 0.2 0.1 0.066
H -1.94252 -1.01629 0.61269 -0.3 0.4 0.2 0.064
C -0.10929 4.76201 4.75660 -0.9 0.8 -0.7 -0.128
O 0.54133 3.51256 4.89883 1.7 0.4 0.7 -0.221
P 2.17194 3.49044 4.90434 -1.0 -0.9 -0.5 0.414
O 2.72340 3.90982 3.60828 0.0 0.4 0.4 -0.232
O 2.66692 4.26810 6.21009 -0.7 -0.7 -0.6 -0.192
C 2.61918 5.69696 6.17359 0.8 0.7 0.6 -0.107
O 2.45214 1.97303 5.26490 -0.1 1.1 0.7 -0.185
C 1.94066 0.93092 4.46214 0.0 -1.5 -0.6 -0.098
H -0.19409 5.41784 5.62809 0.1 -0.8 0.6 0.089
H -1.10956 4.50837 4.41701 -0.1 0.3 0.0 0.055
H 0.33368 5.44437 4.02213 0.2 -0.5 -0.4 0.092
H 1.98487 6.14641 6.94089 -0.5 -0.7 0.0 0.090
H 2.32418 6.08659 5.20233 0.2 0.0 -0.1 0.079
H 3.61608 6.02846 6.47071 0.1 0.1 -0.5 0.092
H 1.36369 0.20575 5.04148 -0.1 0.5 0.4 0.086
H 2.77980 0.33813 4.08574 0.1 0.3 -0.2 0.086
H 1.31476 1.21666 3.61621 0.1 0.4 0.1 0.067
C -1.83105 -4.04518 -2.53773 0.6 1.0 -0.3 -0.091
O -2.06865 -5.44006 -2.56802 -0.4 -0.2 0.7 -0.203
P -1.02851 -6.41384 -3.25569 0.7 -1.0 1.4 0.384
O -0.86865 -6.28674 -4.69892 -0.1 -0.1 0.0 -0.209
O 0.30185 -6.18559 -2.37436 -0.1 -0.3 -0.7 -0.236
C 1.49000 -5.65547 -2.99514 -0.8 1.1 -0.5 -0.081
O -1.50725 -7.84101 -2.70816 -0.4 0.6 -1.0 -0.211
C -1.57323 -8.18064 -1.32242 0.6 -0.3 0.0 -0.086
H -0.76754 -3.78683 -2.48031 0.1 -0.4 -0.5 0.078
H -2.18261 -3.53923 -1.63789 -0.7 -0.6 0.0 0.066
H -2.27557 -3.60488 -3.42624 0.2 0.2 0.1 0.070
H 2.07408 -6.36792 -3.57309 0.0 -0.4 0.5 0.098
H 2.02100 -5.12179 -2.21377 0.3 -0.4 0.0 0.061
H 1.17595 -4.90624 -3.72745 0.2 0.1 0.1 0.076
H -0.59516 -8.57023 -1.03470 0.2 0.5 0.2 0.090
H -2.22211 -9.04028 -1.15799 -0.5 0.3 -0.5 0.087
H -1.89125 -7.32235 -0.73699 0.1 -0.1 0.2 0.070
C 7.98239 4.00975 -4.77642 0.2 1.2 -0.5 -0.111
O 7.72428 2.66331 -4.40884 -0.6 -0.4 1.0 -0.239
P 7.78294 2.22242 -2.85446 0.8 0.6 -0.6 0.411
O 8.87964 2.93343 -2.17878 -0.8 -0.7 0.3 -0.232
O 6.29085 2.47882 -2.32310 1.0 -0.1 -0.5 -0.206
C 5.82928 1.83908 -1.13564 -1.3 -1.0 -0.4 -0.084
O 7.97392 0.63677 -2.94682 -0.1 0.9 0.5 -0.196
C 7.05763 -0.13554 -3.70744 -0.2 -0.5 -1.3 -0.092
H 7.12594 4.44679 -5.29194 -0.1 -0.4 -0.2 0.085
H 8.85492 4.04468 -5.42642 -0.1 -0.2 -0.1 0.090
H 8.19391 4.73488 -3.98876 0.0 -0.7 0.6 0.088
H 5.01661 1.15867 -1.42607 0.0 0.1 -0.2 0.079
H 5.33847 2.56421 -0.49150 0.7 0.2 0.3 0.090
H 6.54795 1.16079 -0.67725 0.4 0.6 0.3 0.094
H 6.45683 0.49699 -4.36167 -0.2 0.0 0.3 0.060
H 6.42760 -0.80933 -3.12884 0.0 0.4 0.5 0.079
H 7.61765 -0.77612 -4.39382 0.2 0.1 0.2 0.099
C -6.35331 -0.57277 -5.18579 -0.3 -0.2 0.4 -0.095
O -4.92540 -0.58181 -5.18514 1.1 0.1 0.3 -0.224
P -4.14056 -0.99957 -3.82392 -0.6 -0.3 -1.2 0.396
O -2.67511 -0.95790 -3.92776 -0.6 0.4 -0.1 -0.223
O -4.84587 -0.07647 -2.73703 0.3 -0.5 0.4 -0.218
C -4.33662 1.24905 -2.57902 0.5 0.6 -0.1 -0.084
O -4.71487 -2.45144 -3.51878 0.0 0.8 0.5 -0.217
C -4.64923 -3.45011 -4.53519 -0.7 -1.0 0.0 -0.095
H -6.70385 -0.48117 -4.15735 -0.3 -0.1 -0.1 0.086
H -6.72208 -1.49050 -5.64555 0.0 0.0 0.1 0.085
H -6.75159 0.26323 -5.75893 0.4 0.1 -0.1 0.090
H -3.52487 1.42438 -3.28593 0.0 0.1 0.0 0.089
H -3.92767 1.43696 -1.58558 -0.1 -0.5 0.1 0.067
H -5.11649 1.99480 -2.72541 -0.2 -0.3 -0.2 0.094
H -4.35101 -4.39210 -4.07369 0.4 0.2 0.1 0.085
H -4.00718 -3.21532 -5.38109 0.1 0.2 0.2 0.103
H -5.65991 -3.66890 -4.88873 0.0 0.4 -0.2 0.089
C -4.82339 -0.72852 5.88889 -1.5 1.3 -1.5 -0.091
O -3.79072 0.23472 5.63790 1.6 -0.7 -0.2 -0.221
P -2.25253 -0.25526 5.53582 -0.4 0.0 1.3 0.383
O -1.67604 -0.81598 6.77103 -0.3 -0.1 -0.8 -0.236
O -2.28137 -1.23237 4.27363 -0.6 0.7 0.8 -0.216
C -1.15494 -2.05719 3.99745 -0.1 -0.5 -0.1 -0.086
O -1.46750 1.06178 5.15000 -0.5 -0.2 -0.2 -0.175
C -1.79823 1.81810 4.00529 -0.2 0.6 -1.8 -0.124
H -5.42770 -0.35444 6.71349 0.5 -0.6 0.6 0.090
H -4.57411 -1.78397 5.84351 0.5 0.1 0.6 0.094
H -5.50797 -0.56449 5.04429 0.0 -0.4 0.0 0.072
H -1.19794 -2.16200 2.91423 0.7 0.2 0.1 0.067
H -1.25134 -3.05503 4.43651 -0.3 0.2 0.1 0.094
H -0.24699 -1.63360 4.43100 0.1 0.1 -0.6 0.084
H -2.24639 1.28055 3.16388 -0.1 -0.7 0.5 0.076
H -0.89910 2.22027 3.54876 0.2 0.0 0.5 0.057
H -2.48593 2.65257 4.16334 0.1 -0.1 0.7 0.094
O -2.08540 7.35826 4.48818 -1.1 0.5 -0.6 -0.230
S -3.03579 6.99876 3.47102 2.3 -1.1 0.1 0.646
O -2.87765 5.63703 3.01121 -1.2 1.7 -0.2 -0.244
O -4.52934 7.34309 3.85516 0.0 -0.3 0.7 -0.175
C -4.77613 8.71867 3.55504 -0.5 0.5 -1.8 -0.149
C -4.14525 8.82062 2.15050 -0.9 1.0 0.5 -0.181
O -2.94305 8.10057 2.27591 0.6 -1.0 0.2 -0.178
H -5.84302 8.90206 3.45210 -0.1 -0.4 0.4 0.136
H -4.36039 9.44187 4.25307 0.3 -0.4 0.3 0.136
H -3.97934 9.86559 1.88551 0.5 -0.1 0.1 0.136
H -4.79431 8.42704 1.36502 0.1 -0.4 0.2 0.133
O 5.39779 -2.15690 -0.07135 -0.1 -0.4 1.2 -0.212
S 4.89458 -1.92266 1.24606 0.6 0.5 -0.5 0.636
O 3.80926 -0.99810 1.37946 0.4 -0.8 0.5 -0.225
O 4.60780 -3.33862 1.99153 -0.2 0.1 -0.8 -0.216
C 5.20683 -3.35696 3.29489 0.0 2.2 0.5 -0.147
C 6.48259 -2.55452 3.06541 1.2 -2.0 -0.5 -0.173
O 6.08678 -1.45988 2.24214 -0.7 0.0 0.1 -0.171
H 4.58805 -2.70388 3.91992 -0.2 -0.4 0.3 0.133
H 5.28410 -4.34235 3.73704 0.1 -0.2 -0.5 0.141
H 7.19424 -3.16352 2.49559 -0.2 -0.1 -0.3 0.133
H 7.08412 -2.33707 3.94524 -0.7 1.0 0.2 0.140
O 3.96542 -1.28040 -4.11733 0.0 -0.4 0.6 -0.219
S 3.36701 -2.09384 -3.10923 -3.2 -0.1 0.8 0.658
O 3.73167 -3.45658 -2.88695 0.8 0.9 -0.1 -0.226
O 3.21885 -1.31796 -1.69765 1.6 -0.7 -0.6 -0.225
C 2.02605 -0.57035 -1.55763 -1.3 -0.7 -0.4 -0.148
C 0.98662 -1.37213 -2.38907 0.1 0.3 -0.4 -0.136
O 1.72937 -2.15250 -3.32985 1.5 0.1 -0.5 -0.215
H 1.71072 -0.66658 -0.52100 0.4 0.4 0.1 0.112
H 2.14070 0.45860 -1.88853 0.1 0.0 0.0 0.110
H 0.31392 -0.75648 -2.98547 -0.1 0.2 0.3 0.128
H 0.41020 -2.07098 -1.78148 0.1 0.1 0.2 0.103
O -0.81042 -3.19781 0.47041 0.1 -0.3 0.4 -0.223
S -0.51804 -4.46914 1.05289 1.9 -1.5 0.1 0.647
O -1.53636 -5.46661 1.20277 0.8 1.1 0.1 -0.212
O 0.76296 -5.14486 0.33805 -1.4 0.0 -0.6 -0.210
C 1.99617 -4.55560 0.77429 -0.4 -0.4 -0.1 -0.133
C 1.68534 -3.95527 2.15917 0.3 0.8 -0.5 -0.165
O 0.34814 -4.34295 2.41175 -1.8 0.6 0.6 -0.198
H 2.68079 -5.39916 0.81180 0.3 0.3 -0.2 0.141
H 2.22189 -3.78938 0.03385 0.6 -0.1 0.2 0.123
H 1.81685 -2.87234 2.07473 -0.5 0.1 0.2 0.119
H 2.27272 -4.26999 3.01738 0.0 -0.5 -0.2 0.128
```
Forces are in eV/Å.

For the electronic energy, the calculation gives -250556.0888 eV. The SMILES is COP(=O)(OC)OC.COP(=O)(OC)OC.COP(=O)(OC)OC.COP(=O)(OC)OC.COP(=O)(OC)OC.COP(=O)(OC)OC.COP(=O)(OC)OC.COP(=O)(OC)OC.O=S1(=O)OCCO1.O=S1(=O)OCCO1.O=S1(=O)OCCO1.O=S1(=O)OCCO1. As for the charge: 0.